Version w
Below is a 2-piece molecular cluster, C6H13N overall, with properties calculated with ωB97M-V/def2-TZVPD.

Each line ends with the Mulliken spin population.
Element x y z (Å)
C: 2.78 -0.12 -0.37  0.8419
C: 2.92 0.88 0.81  0.0626
N: -2.55 -0.27 -0.29  0.0117
C: -1.57 -0.19 -1.33  0.0114
C: -0.16 -0.37 -0.72  0.0231
C: -0.43 -0.38 0.80  -0.0098
C: -1.88 0.22 0.89  0.0026
H: 3.32 0.22 -1.25  0.0208
H: 3.31 -1.04 -0.13  0.0230
H: 1.82 0.67 0.76  0.0045
H: 3.23 1.91 0.76  0.0114
H: 3.16 0.45 1.78  0.0067
H: -1.47 0.74 -1.94  0.0006
H: -1.85 -1.00 -2.02  -0.0001
H: 0.53 -1.17 -0.99  -0.0161
H: 0.38 0.57 -0.88  0.0034
H: 0.11 0.33 1.43  -0.0023
H: -0.48 -1.37 1.25  0.0039
H: -2.40 -0.16 1.78  0.0000
H: -1.86 1.33 1.09  0.0006

LUMO energy (alpha / beta) = 3.781 / 3.382 eV
Gap between HOMO and LUMO (alpha / beta) = 4.88 / 4.45 eV
HOMO energy (alpha / beta) = -0.0403 / -0.0392 hartree
Net charge = -1
Spin multiplicity = 2

Version x
Below is an isolated ion of composition C6H13N and charge -1, with properties calculated with ωB97M-V/def2-TZVPD.

Each line ends with the Mulliken spin population.
Element x y z (Å)
C: -2.34 -0.69 1.33  0.0583
C: -1.63 -1.53 0.28  0.1065
C: -1.16 -0.68 -0.91  -0.0389
C: -0.23 0.48 -0.59  0.3462
C: 0.75 0.32 0.41  0.5720
N: 2.07 0.95 0.37  0.0059
C: 2.55 1.19 -0.98  -0.0560
H: -3.00 0.00 0.81  -0.0536
H: -1.72 -0.07 1.98  0.0192
H: -2.98 -1.33 1.95  -0.0093
H: -0.88 -2.23 0.65  -0.1142
H: -2.44 -2.15 -0.14  0.0012
H: -0.70 -1.24 -1.74  -0.0339
H: -2.10 -0.27 -1.32  0.0509
H: -0.61 1.48 -0.88  0.0117
H: 0.56 -0.16 1.37  0.0345
H: 2.73 0.28 0.74  0.0330
H: 3.60 1.52 -0.91  0.0079
H: 2.47 0.33 -1.66  0.0393
H: 2.03 2.05 -1.40  0.0190

LUMO energy (alpha / beta) = 4.373 / 4.263 eV
Gap between HOMO and LUMO (alpha / beta) = 3.66 / 5.74 eV
HOMO energy (alpha / beta) = 0.0260 / -0.0543 hartree
Net charge = -1
Spin multiplicity = 2

Version y
Below is an isolated ion of composition C6H13N and charge -1, with properties calculated with ωB97M-V/def2-TZVPD.

Each line ends with the Mulliken spin population.
Element x y z (Å)
C: 1.24 1.53 1.74  0.1408
C: 0.55 0.25 1.31  0.3952
C: 0.26 0.26 -0.20  0.4795
C: -0.58 -0.97 -0.65  1.4494
C: -2.13 0.04 -2.38  -0.0237
C: -1.12 -0.83 -2.05  0.1643
N: 1.32 -0.93 1.72  0.1081
H: 1.47 1.53 2.80  -0.0836
H: 2.18 1.68 1.21  -0.0257
H: 0.58 2.38 1.58  -0.0437
H: -0.42 0.18 1.80  -0.2099
H: -0.39 1.12 -0.43  -0.0112
H: 1.19 0.15 -0.77  -0.2848
H: -1.41 -1.22 0.02  -0.1175
H: 0.06 -1.88 -0.67  0.0435
H: -2.46 0.13 -3.41  -0.1018
H: -2.43 0.81 -1.70  -0.1278
H: -0.44 -1.26 -2.80  -0.3770
H: 0.67 -1.69 1.95  -0.1838
H: 1.87 -1.27 0.94  -0.1903

LUMO energy (alpha / beta) = 4.149 / 3.947 eV
Gap between HOMO and LUMO (alpha / beta) = 2.86 / 8.71 eV
HOMO energy (alpha / beta) = 0.0473 / -0.1749 hartree
Net charge = -1
Spin multiplicity = 2

Which one is the least stable? From the structures above, version w.